Entry 1:
The following is a DFT calculation (the ωB97M-V functional and the def2-TZVPD basis) of C43H43BrN6O4W as an isolated structure.

Properties
**HOMO-LUMO gap**: 4.972 eV
**Lowest unoccupied orbital energy**: -0.274 Eh
**Net charge**: +2

Positions of all 98 atoms, in Å:
W (0.22839, -0.80211, 0.17586)
C (2.41575, -3.31380, 1.76128)
C (2.40429, -2.19499, 2.80353)
C (1.13078, -1.40283, 3.15851)
N (0.05836, -0.99527, 2.19163)
C (-1.12194, -0.65233, 2.80596)
C (-1.23882, -0.46394, 4.17831)
C (-2.35519, -0.20243, 4.97456)
C (-3.68598, -0.14724, 4.63404)
C (-4.20687, -0.26420, 3.34912)
C (-3.54538, -0.34325, 2.14442)
C (-2.16889, -0.39494, 1.85700)
N (-1.70531, -0.29717, 0.60165)
C (-2.65596, 0.20594, -0.41466)
C (-2.00925, 0.81411, -1.63918)
C (-1.33014, -0.24137, -2.49810)
N (-0.68530, -1.26093, -1.66067)
C (-0.55616, -2.50249, -2.12867)
C (-0.79727, -2.81228, -3.49092)
C (-0.82442, -4.02005, -4.13257)
C (-0.59902, -5.30958, -3.62920)
C (-0.24418, -5.63326, -2.35001)
C (-0.03658, -4.79406, -1.24321)
C (-0.15261, -3.42997, -1.11165)
N (0.03560, -2.78282, 0.11033)
C (-0.07426, -3.67667, 1.30189)
C (1.24464, -4.28614, 1.78037)
H (2.50013, -2.90574, 0.75318)
H (3.33549, -3.87957, 1.91997)
H (2.66679, -2.64017, 3.76856)
H (3.21610, -1.50680, 2.57959)
H (0.60032, -2.01750, 3.88828)
H (1.46263, -0.50037, 3.67726)
H (-0.32063, -0.50219, 4.74168)
H (-2.13065, -0.06777, 6.02621)
H (-4.39506, -0.00913, 5.44001)
H (-5.28814, -0.25186, 3.27481)
H (-4.19792, -0.37698, 1.28454)
H (-3.31690, -0.61483, -0.71876)
H (-3.25421, 0.98011, 0.06592)
H (-2.80096, 1.27388, -2.23232)
H (-1.35259, 1.63263, -1.35200)
H (-2.11523, -0.74389, -3.06603)
H (-0.62153, 0.20004, -3.20047)
H (-0.97735, -1.96239, -4.13181)
H (-1.04762, -3.96833, -5.19203)
H (-0.69744, -6.12475, -4.33475)
H (-0.08458, -6.68594, -2.14930)
H (0.27532, -5.32884, -0.36017)
H (-0.52445, -3.09572, 2.09528)
H (-0.79932, -4.45624, 1.06522)
H (1.06687, -4.68140, 2.78484)
H (1.51541, -5.14698, 1.16618)
Br (2.68715, -3.79643, -3.35099)
C (3.59858, -2.34545, -2.54749)
C (4.83796, -2.00517, -3.08359)
C (5.53366, -0.96754, -2.49811)
C (4.97086, -0.32328, -1.40441)
C (3.73371, -0.75209, -0.96268)
N (3.03396, -1.74631, -1.52113)
C (3.15446, -0.06606, 0.23200)
O (3.64337, 0.89458, 0.74278)
O (2.03362, -0.62585, 0.75676)
H (5.23052, -2.55086, -3.92871)
H (6.50092, -0.67116, -2.88041)
H (5.46495, 0.48946, -0.89243)
C (-4.10060, 3.73322, -0.82148)
C (-3.05327, 3.66280, 0.25955)
C (-3.42711, 3.26219, 1.53657)
C (-2.50517, 3.22398, 2.57422)
C (-1.18724, 3.54671, 2.32486)
C (-0.79664, 3.93718, 1.04771)
N (0.56559, 4.30267, 0.86261)
C (1.35658, 4.06896, -0.23586)
C (2.22067, 5.09733, -0.65168)
C (2.98770, 4.97904, -1.78361)
C (2.93203, 3.82646, -2.57901)
C (2.14396, 2.78718, -2.16950)
C (1.37994, 2.86440, -0.98214)
C (0.82830, 1.63010, -0.50283)
O (0.29200, 1.39965, 0.60702)
O (0.92135, 0.53311, -1.23938)
C (-1.72271, 4.03844, 0.00582)
C (-1.33272, 4.60933, -1.33237)
H (-5.03455, 3.28714, -0.48247)
H (-3.78808, 3.22256, -1.73509)
H (-4.31772, 4.76650, -1.09931)
H (-4.46458, 3.00988, 1.72529)
H (-2.81875, 2.94701, 3.57369)
H (-0.44012, 3.49617, 3.10723)
H (0.88437, 5.06171, 1.44427)
H (2.23651, 6.01966, -0.08355)
H (3.62145, 5.80576, -2.07720)
H (3.51383, 3.75705, -3.48675)
H (2.12041, 1.86383, -2.73272)
H (-0.61975, 5.42445, -1.20846)
H (-2.19761, 5.00822, -1.85549)
H (-0.86056, 3.87828, -1.99500)

Force components x, y, z for each atom (eV/Å):
W 0.1 0.6 -0.2
C 0.0 0.0 -0.1
C 0.0 0.0 0.0
C 0.0 0.0 0.0
N -0.1 0.1 0.2
C 0.0 0.0 -0.1
C 0.0 0.0 0.0
C 0.0 0.0 0.0
C 0.0 0.0 0.0
C 0.0 0.0 0.0
C 0.0 0.0 0.0
C 0.1 0.1 0.0
N -0.5 -0.1 -0.1
C -0.1 -0.1 0.1
C 0.1 0.0 -0.1
C 0.0 0.0 0.0
N 0.1 0.0 0.0
C 0.0 0.0 -0.1
C 0.0 0.0 0.1
C 0.0 -0.1 0.0
C 0.0 0.0 -0.1
C 0.0 0.0 0.1
C 0.0 -0.1 -0.1
C 0.0 0.1 0.1
N 0.1 -0.5 0.1
C 0.0 0.0 0.0
C 0.0 0.0 0.0
H 0.0 0.0 0.0
H 0.0 0.0 0.0
H 0.0 0.0 0.0
H 0.0 0.0 0.0
H 0.0 0.0 0.0
H 0.0 0.0 0.0
H 0.0 0.0 0.0
H 0.0 0.0 0.0
H 0.0 0.0 0.0
H 0.0 0.0 0.0
H 0.0 0.0 0.0
H 0.0 0.0 0.0
H 0.0 0.0 0.0
H 0.0 0.0 0.0
H 0.0 0.0 0.0
H 0.0 0.0 0.0
H 0.0 0.0 0.0
H 0.0 0.0 0.0
H 0.0 0.0 0.0
H 0.0 0.0 0.0
H 0.0 0.0 0.0
H 0.0 0.0 0.0
H 0.0 0.0 0.0
H 0.0 0.0 0.0
H 0.0 0.0 0.0
H 0.0 0.0 0.0
Br 0.0 0.0 0.0
C 0.1 0.0 0.0
C 0.0 0.0 0.0
C 0.0 0.0 0.0
C 0.0 0.0 0.0
C 0.0 0.0 0.0
N 0.0 0.0 0.0
C 0.0 0.2 0.2
O 0.0 0.0 0.0
O -0.1 -0.4 -0.6
H 0.0 0.0 0.0
H 0.0 0.0 0.0
H 0.0 0.0 0.0
C 0.0 0.0 0.0
C 0.0 0.0 0.0
C 0.0 0.0 0.0
C 0.0 0.0 0.0
C 0.1 0.0 0.0
C 0.0 -0.1 0.0
N 0.1 -0.1 0.0
C 0.0 0.0 0.0
C 0.0 0.0 0.0
C 0.0 0.0 0.0
C 0.0 0.0 0.0
C 0.0 0.0 0.0
C 0.0 0.0 0.1
C 0.2 0.0 0.1
O 0.1 0.1 0.2
O -0.2 0.0 0.1
C 0.0 0.0 0.0
C 0.0 0.1 0.0
H 0.0 0.0 0.0
H 0.0 0.0 0.0
H 0.0 0.0 0.0
H 0.0 0.0 0.0
H 0.0 0.0 0.0
H 0.0 0.0 0.0
H 0.0 0.0 0.0
H 0.0 0.0 0.0
H 0.0 0.0 0.0
H 0.0 0.0 0.0
H 0.0 0.0 0.0
H 0.0 0.0 0.0
H 0.0 0.0 0.0
H 0.0 0.0 0.0

Entry 2:
The following is a DFT calculation (the ωB97M-V functional and the def2-TZVPD basis) of C43H43F5N2P2PmS2Si as an isolated structure in a non-equilibrium geometry.

Properties
**HOMO-LUMO gap (alpha / beta)**: 6.998 / 7.192 eV
**<S²>**: 6.009
**Lowest unoccupied orbital energy (alpha / beta)**: -0.113 / -0.106 Eh
**Multiplicity**: 5
**Net charge**: +1

Positions of all 99 atoms, in Å:
Pm (-0.85018, 0.95927, 0.25365)
C (-6.89323, -5.54707, -0.83690)
S (-6.80612, -4.99789, 0.89125)
C (-4.99591, -4.90900, 1.11141)
C (-4.44667, -3.61661, 0.52509)
C (-2.91897, -3.52613, 0.63014)
N (-2.39041, -2.16604, 0.48568)
P (-2.17411, -1.40562, -1.04107)
C (-3.75419, -1.72521, -1.91816)
C (-4.86166, -1.01147, -1.46165)
C (-6.10543, -1.20720, -2.03101)
C (-6.25649, -2.11303, -3.06937)
C (-5.16258, -2.83466, -3.51857)
C (-3.91315, -2.64119, -2.95317)
C (-1.02443, -2.44721, -1.99905)
C (-0.24217, -3.48549, -1.50837)
C (0.62846, -4.14765, -2.35997)
C (0.71364, -3.79184, -3.69565)
C (-0.06478, -2.75501, -4.18928)
C (-0.90787, -2.06866, -3.33880)
P (-2.12594, -1.13900, 1.86087)
C (-3.66472, -1.21241, 2.84864)
C (-4.13990, -2.35623, 3.48714)
C (-5.36877, -2.33421, 4.11944)
C (-6.11935, -1.16914, 4.16180)
C (-5.61867, -0.00752, 3.59677)
C (-4.40415, -0.03316, 2.93332)
C (-0.90744, -2.07721, 2.83915)
C (0.29401, -2.39533, 2.20056)
C (1.35195, -2.91273, 2.92347)
C (1.22547, -3.09578, 4.29320)
C (0.03980, -2.77667, 4.93511)
C (-1.01958, -2.24878, 4.21632)
H (-7.91674, -5.85981, -1.01677)
H (-6.22279, -6.39041, -0.97393)
H (-6.63203, -4.72812, -1.50252)
H (-4.55825, -5.79133, 0.64388)
H (-4.83640, -4.96017, 2.18675)
H (-4.90495, -2.76895, 1.03996)
H (-4.73899, -3.56838, -0.52296)
H (-2.46986, -4.16874, -0.13476)
H (-2.58919, -3.89297, 1.60835)
H (-4.74225, -0.32033, -0.63786)
H (-6.95865, -0.65335, -1.67255)
H (-7.22355, -2.25412, -3.52743)
H (-5.27871, -3.55363, -4.31491)
H (-3.07486, -3.21337, -3.31991)
H (-0.30241, -3.77941, -0.47022)
H (1.24429, -4.94506, -1.97354)
H (1.38862, -4.31836, -4.35246)
H (-0.01218, -2.47858, -5.23048)
H (-1.49909, -1.23387, -3.69896)
H (-3.55732, -3.26518, 3.49411)
H (-5.73924, -3.23669, 4.58053)
H (-7.08854, -1.16904, 4.63590)
H (-6.16818, 0.91735, 3.67340)
H (-4.01383, 0.87356, 2.48215)
H (0.38359, -2.22349, 1.12910)
H (2.28787, -3.12948, 2.43137)
H (2.05939, -3.47327, 4.86327)
H (-0.04795, -2.91898, 6.00214)
H (-1.92717, -1.97002, 4.73110)
F (-0.67289, 1.36488, 7.18350)
C (-0.22565, 1.17597, 5.94347)
C (-0.97689, 1.56409, 4.83893)
F (-2.18253, 2.11989, 4.97408)
C (-0.46859, 1.37168, 3.56441)
F (-1.22372, 1.85524, 2.47961)
C (0.77424, 0.78407, 3.30394)
S (1.41612, 0.54287, 1.73267)
C (1.50544, 0.39178, 4.44606)
F (2.69169, -0.19409, 4.27608)
C (1.02681, 0.58432, 5.73083)
F (1.74900, 0.18619, 6.77479)
C (-2.80175, 4.72213, 0.88831)
Si (-2.42692, 3.70741, -0.69359)
C (-3.51613, 2.11067, -0.49880)
C (-3.01326, 4.61218, -2.26010)
N (-0.86638, 2.97670, -0.75068)
C (0.32118, 3.68781, -0.72851)
C (0.38062, 5.08592, -0.65805)
C (1.58653, 5.75063, -0.57944)
C (2.78104, 5.04807, -0.58487)
C (2.75539, 3.66790, -0.70021)
C (1.54725, 2.99661, -0.77932)
H (-3.86397, 4.91411, 1.01234)
H (-2.30574, 5.68624, 0.84731)
H (-2.45049, 4.21636, 1.78803)
H (-4.56054, 2.39429, -0.41880)
H (-3.25468, 1.54832, 0.42310)
H (-3.41898, 1.47756, -1.38608)
H (-4.08788, 4.75887, -2.25312)
H (-2.75829, 4.06579, -3.16265)
H (-2.54801, 5.58795, -2.33371)
H (-0.53963, 5.64599, -0.66582)
H (1.59591, 6.82920, -0.51210)
H (3.72119, 5.57220, -0.51557)
H (3.68521, 3.11657, -0.73450)
H (1.54297, 1.89746, -0.93511)

Force components x, y, z for each atom (eV/Å):
Pm 0.8 1.2 -0.6
C 0.2 0.3 0.4
S 0.1 -0.2 0.1
C -0.5 0.2 -0.2
C 0.1 -0.1 0.0
C -0.2 -0.3 0.0
N 0.3 0.9 -0.2
P -0.4 -1.3 0.4
C 0.2 0.5 0.0
C 0.2 0.0 0.0
C -0.1 0.1 0.0
C 0.0 0.0 0.0
C -0.1 0.0 0.0
C 0.1 0.0 0.1
C 0.0 0.4 0.0
C -0.1 0.1 0.1
C 0.1 -0.1 0.0
C 0.0 0.0 0.0
C 0.1 0.1 -0.1
C 0.0 0.0 0.2
P -0.7 -1.5 0.1
C 0.4 0.4 -0.1
C 0.0 0.0 0.0
C 0.0 -0.1 0.0
C 0.1 0.1 -0.1
C -0.1 0.0 0.0
C 0.2 0.0 -0.1
C 0.0 0.4 -0.1
C -0.3 -0.2 -0.1
C 0.0 0.0 0.0
C 0.0 0.0 0.0
C 0.1 0.0 0.1
C -0.1 0.0 0.0
H -0.1 0.0 -0.1
H 0.0 -0.1 -0.1
H 0.0 -0.1 -0.2
H 0.1 -0.1 0.1
H 0.1 -0.1 0.1
H 0.0 -0.1 -0.1
H -0.1 0.1 0.0
H 0.0 0.0 0.1
H 0.1 -0.1 -0.1
H -0.1 0.1 0.1
H -0.1 0.1 0.1
H -0.1 0.0 0.0
H 0.0 -0.1 -0.1
H 0.0 0.0 0.0
H 0.0 0.0 0.1
H 0.0 -0.1 0.0
H 0.1 -0.1 -0.1
H 0.1 0.0 -0.1
H 0.0 0.0 -0.2
H 0.0 -0.1 -0.1
H -0.1 -0.1 0.1
H -0.1 0.0 0.1
H -0.1 0.1 0.0
H -0.1 0.0 0.0
H 0.1 -0.1 0.2
H 0.1 -0.1 0.0
H 0.1 -0.1 0.1
H 0.0 0.0 0.1
H 0.0 0.0 0.0
F 0.0 -0.1 -0.3
C 0.3 -0.1 -0.3
C -0.2 0.1 -0.1
F 0.1 0.0 0.2
C 0.6 -0.2 0.0
F 0.3 -0.1 0.7
C -0.6 0.1 1.1
S 0.2 0.1 -1.0
C -0.4 0.1 -0.4
F -0.2 0.1 0.2
C -0.3 0.1 0.0
F -0.1 0.1 -0.1
C 0.4 -0.3 -0.7
Si -1.3 0.0 0.2
C 0.8 0.6 -0.2
C 0.4 -0.4 0.6
N -0.6 -0.6 0.4
C 1.1 0.2 -0.2
C -0.1 -0.3 0.1
C 0.1 0.1 0.0
C 0.0 0.0 0.0
C 0.1 -0.1 0.1
C -0.4 -0.3 -0.2
H -0.2 0.0 -0.1
H 0.1 0.2 0.1
H 0.1 -0.1 0.0
H -0.2 -0.1 0.2
H -0.5 0.0 -0.2
H 0.0 -0.1 0.1
H -0.2 0.0 0.1
H 0.1 -0.2 -0.1
H 0.1 0.3 0.0
H -0.2 0.2 0.0
H 0.0 0.1 0.0
H 0.1 0.0 0.0
H 0.0 -0.1 0.0
H 0.1 0.6 0.0